Entry 1:
13
Properties=species:S:1:pos:R:3:forces:R:3:lowdin_charge:R:1 method="wB97M-V/def2-TZVPD" e_above_lowest_kcal_mol=59.5 homo_lumo_gap_ev=8.379 charge=0 homo_ev=-7.513
N 1.42019 -1.44929 0.46355 0.42 3.67 1.19 0.118
C 0.35041 -0.56134 0.22105 -0.20 -1.80 -1.07 -0.291
C 0.44428 0.75628 0.11222 2.59 2.15 -0.66 -0.412
O 1.39113 1.51119 0.83383 -2.91 -0.39 0.97 0.018
N -0.63936 1.36865 -0.44746 -0.94 -0.14 -0.44 0.081
C -1.53623 0.33588 -0.64552 -0.59 0.04 -0.48 -0.134
C -0.97201 -0.83027 -0.20898 -0.62 -0.64 -0.25 -0.046
H 2.28993 -1.13740 0.04699 -0.32 -0.24 0.18 0.099
H 1.22585 -2.36654 0.33808 -0.65 -3.14 -0.53 0.032
H 0.62285 1.40100 1.51175 3.01 1.53 0.38 0.156
H -0.66036 2.28229 -0.92882 0.16 -1.05 0.81 0.176
H -2.46993 0.47266 -1.17602 0.13 0.10 0.26 0.106
H -1.46676 -1.78310 -0.12066 -0.08 -0.08 -0.36 0.099

=====

Entry 2:
12
Properties=species:S:1:pos:R:3:forces:R:3:lowdin_charge:R:1 method="wB97M-V/def2-TZVPD" e_above_lowest_kcal_mol=63.8 homo_lumo_gap_ev=10.397 charge=0 homo_ev=-10.096
C -1.54856 -0.24180 -0.74408 0.33 -0.59 0.94 -0.133
C -0.30212 -0.66241 -0.97852 1.46 1.15 0.25 -0.066
C -0.29391 1.22296 0.18484 -0.53 0.06 1.57 -0.205
N -1.55119 0.88368 0.08506 0.29 0.26 -1.04 0.082
N 0.55502 0.28172 -0.35262 -1.76 -0.45 -1.19 -0.210
O 2.52774 -1.12058 0.33676 -0.60 0.25 -0.19 -0.288
O 2.92432 1.00133 -0.81295 1.46 1.49 -2.32 -0.282
S 2.14104 0.21784 0.02126 0.01 0.04 4.09 0.639
H -2.32582 -0.93972 -0.99610 -0.94 0.76 0.00 0.106
H 0.07533 -1.38456 -1.64792 0.38 -0.84 -0.19 0.112
H 0.09230 2.04681 0.81614 -0.39 -0.61 -0.63 0.133
H 1.98528 1.05241 1.20342 0.29 -1.52 -1.27 0.114

=====

Entry 3:
60
Properties=species:S:1:pos:R:3:forces:R:3:lowdin_charge:R:1 method="wB97M-V/def2-TZVPD" e_above_lowest_kcal_mol=0.0 homo_lumo_gap_ev=4.432 charge=-1 homo_ev=-2.574
C -5.21911 1.09721 -6.20747 0.28 0.02 0.00 -0.075
C -4.57406 0.82839 -4.85508 0.00 0.19 -0.02 -0.288
O -4.05973 -0.47525 -4.74577 -0.02 -0.41 0.07 -0.158
C -2.78682 -0.66099 -5.35126 -0.21 0.30 0.33 -0.208
C -1.65327 -0.65840 -4.33045 0.44 0.06 -0.24 -0.172
C -1.05218 -2.02875 -4.00259 -0.32 -0.23 0.34 -0.185
C -1.27205 -2.50745 -2.55259 0.11 0.30 -0.21 -0.162
C 0.01016 -2.72044 -1.72452 -0.13 -0.08 0.16 -0.155
C -0.00513 -1.94408 -0.43282 0.09 0.14 0.10 -0.201
C -0.86751 -2.47561 0.54332 -0.11 0.27 0.27 0.032
C -1.05206 -1.87066 1.75612 0.07 -0.21 -0.06 -0.241
O -1.92803 -2.37505 2.67908 -0.16 -0.09 -0.17 0.053
C -0.34450 -0.68850 2.05817 0.10 0.22 -0.02 -0.147
N -0.50898 -0.12135 3.28324 -0.12 -0.07 -0.01 0.121
C 0.14003 0.96631 3.59047 0.30 0.18 -0.41 -0.446
P -0.23993 1.56041 5.30235 -0.52 -0.81 0.36 0.885
C -1.00953 3.20857 5.03094 -0.01 -0.07 -0.23 -0.330
C 1.33898 1.86898 6.14548 0.48 0.17 -0.42 -0.346
C 1.01628 1.52398 2.57492 -0.04 -0.27 0.22 -0.725
I 2.15347 3.21860 2.94279 0.09 0.25 0.12 0.955
N 1.18924 0.99602 1.41385 0.08 0.05 -0.16 0.073
C 0.52380 -0.14366 1.09314 -0.17 -0.04 0.47 -0.180
C 0.70804 -0.78362 -0.16545 -0.09 0.01 -0.06 -0.119
P 1.84412 -0.12656 -1.39649 0.30 0.44 0.33 0.450
O 2.51420 1.13918 -1.11220 -0.18 -0.09 -0.11 -0.253
O 1.02237 -0.13405 -2.76554 -0.28 0.11 -0.28 -0.119
O 2.78405 -1.36291 -1.74582 0.25 -0.32 0.02 -0.113
H -4.51477 1.52995 -6.91056 0.13 0.03 -0.17 0.064
H -5.56908 0.16102 -6.62482 -0.25 -0.16 -0.05 0.077
H -6.04673 1.78815 -6.10858 -0.22 0.14 -0.02 0.067
H -3.79134 1.56276 -4.66213 0.18 0.15 0.09 0.116
H -5.30231 0.94498 -4.06139 -0.19 -0.13 0.17 0.113
H -2.82144 -1.60809 -5.87695 0.01 -0.21 -0.19 0.116
H -2.62067 0.12979 -6.07811 -0.01 0.10 -0.28 0.112
H -0.86012 -0.02393 -4.71771 0.16 0.12 -0.09 0.099
H -2.00231 -0.17306 -3.42583 -0.18 0.12 0.20 0.112
H 0.00889 -2.03017 -4.21637 0.20 0.01 -0.09 0.097
H -1.51237 -2.76107 -4.65827 0.02 -0.17 -0.26 0.097
H -1.89397 -1.78134 -2.04213 -0.22 0.12 0.14 0.107
H -1.83807 -3.43035 -2.57230 -0.17 -0.21 0.07 0.104
H 0.88781 -2.52121 -2.31748 0.15 0.00 -0.11 0.079
H 0.03675 -3.76157 -1.42212 0.24 -0.31 -0.07 0.113
H -1.41109 -3.37783 0.31736 -0.16 -0.19 0.02 0.128
H -1.50682 -3.08813 3.16533 0.05 -0.02 0.15 0.116
H -0.84543 3.62624 4.04515 0.20 0.16 -0.18 -0.001
H -2.07738 3.08881 5.16767 -0.24 0.04 0.04 0.009
H -0.64530 3.90212 5.77841 0.13 0.18 0.15 0.027
H 2.17549 1.28849 5.74202 0.12 -0.22 -0.10 0.011
H 1.65389 2.90349 6.09490 0.03 0.28 0.07 0.003
H 1.19780 1.56964 7.17469 0.00 -0.01 0.30 0.016
H 0.57977 0.71754 -2.84878 -0.02 0.11 -0.17 0.090
H 3.10234 -1.77290 -0.93383 0.22 -0.06 0.01 0.099
C 6.09600 1.53568 3.89616 0.13 -0.03 -0.03 -0.165
C 5.63446 0.40971 4.84889 0.06 -0.01 0.02 -0.626
O 4.30645 0.38392 5.06128 -0.24 0.09 0.00 -0.380
H 5.81405 2.50964 4.30717 -0.08 0.01 -0.01 0.042
H 7.18589 1.53616 3.73341 -0.05 -0.06 0.06 0.041
H 5.60825 1.41422 2.92538 -0.07 0.05 -0.01 0.042
H 6.24832 0.53761 5.78549 -0.05 0.03 0.01 0.065
H 6.05117 -0.54062 4.40817 -0.06 0.01 -0.02 0.064

=====

Entry 4:
41
Properties=species:S:1:pos:R:3:forces:R:3:lowdin_charge:R:1 method="wB97M-V/def2-TZVPD" multiplicity=3 e_above_lowest_kcal_mol=123.9 homo_lumo_gap_ev="3.644 / 4.724" charge=+2 homo_ev="-13.393 / -13.747" s_squared=2.163
Au 2.14901 -0.82365 -1.30480 -0.29 -0.83 -0.38 0.837
C 0.41358 -0.54001 3.20309 0.10 0.61 -0.53 0.002
C 0.80275 -0.41216 1.74110 1.72 -1.51 1.11 -0.197
N 1.99350 -0.56490 1.25717 -1.17 1.01 0.02 0.007
N 3.19735 -0.52719 1.88957 -2.09 -0.43 1.95 0.011
C 4.29056 -0.32606 1.16348 1.75 -0.31 -0.53 -0.728
N 5.49323 -0.40049 1.79794 -1.68 0.06 -0.24 0.145
S 4.19138 -0.01280 -0.53700 0.77 0.18 0.25 0.669
C -0.29475 -0.26495 0.72172 1.02 -0.91 0.45 -0.200
C -1.60023 -0.56757 1.10746 0.08 0.45 0.48 0.105
C -2.73520 -0.54292 0.19235 -0.92 -0.32 0.92 -0.158
C -2.66197 -0.47281 -1.99282 0.47 -0.12 -0.25 -0.161
C -1.14473 -0.40383 -2.40744 -0.97 -1.77 -0.63 -0.048
N 0.19586 -0.03049 -0.47942 -0.80 1.39 0.02 0.112
H 1.26331 -0.42910 3.84675 0.61 -0.17 0.33 0.067
H -0.06381 -1.50616 3.42822 0.08 0.39 -0.17 0.114
H -0.21516 0.30568 3.47457 -0.41 -0.19 0.09 0.102
H 3.20824 -0.52581 2.92336 0.30 -0.11 -0.77 0.179
H 5.53248 -0.74009 2.76754 0.19 0.40 -0.79 0.143
H 6.35040 -0.18183 1.30161 -0.26 -0.14 0.13 0.127
H -1.70802 -0.89387 2.15808 -0.28 0.25 -0.86 0.136
H -3.70213 -0.64940 0.69732 0.41 0.18 0.25 0.142
H -3.36550 -0.48019 -2.83366 0.29 0.08 0.24 0.153
H -1.02836 -0.26290 -3.49423 0.25 0.05 0.53 0.176
I -1.32127 -4.37033 -0.44154 0.08 0.25 -0.07 1.091
C -1.55828 -2.50659 -1.23833 0.14 0.87 0.29 -0.657
C -2.74766 -1.65766 -0.98701 -0.25 -0.08 -1.24 -0.201
C -2.84224 0.61274 -0.87700 -0.33 0.42 -1.12 -0.624
I -4.75382 1.72674 -1.01290 1.09 -0.66 0.35 0.976
C -1.66172 1.49405 -0.99370 -0.03 -1.08 1.15 -0.086
C -1.41817 2.77615 -0.51527 -1.06 0.42 0.41 0.003
C -0.30285 3.41168 -0.97528 -0.47 0.54 1.00 0.056
C 0.52524 2.73738 -1.89935 2.03 -0.60 -2.12 -0.083
N 0.49655 1.47664 -2.19961 -0.03 0.75 0.76 0.174
C -0.52055 0.68694 -1.54252 -0.35 0.54 -0.49 -0.416
C -0.57408 -1.79576 -1.91945 0.46 0.45 -0.78 -0.405
O 0.65821 -2.14991 -2.14557 -0.59 0.73 0.36 -0.157
H -3.70661 -2.21398 -0.98910 0.58 0.39 0.28 0.163
H -2.12982 3.28240 0.15810 0.25 -0.30 -0.53 0.136
H -0.01899 4.41578 -0.63459 -0.21 -0.44 -0.22 0.148
H 1.31429 3.32725 -2.40880 -0.48 -0.42 0.36 0.147

=====

no.,energy (eV)
1,-9270.9213
2,-21084.0673
3,-62134.1281
4,-58060.5820